1.
ORCA calculation (ωB97M-V with the def2-TZVPD basis set) on a molecular structure, C4H4N2O.

Computed properties:
relative energy (zero: lowest compared OMol25 entry of this formula, charge and spin): 167.91 kJ/mol
E_LUMO: 0.60 eV
highest occupied orbital energy: -8.901 eV
gap between HOMO and LUMO: 9.50 eV
maximum force: 0.1034 hartree/bohr

```
11
Properties=species:S:1:pos:R:3:forces:R:3:mulliken_charge:R:1
O -0.377 0.733 2.904 2.344 0.379 0.454 -0.1750
C 0.749 0.903 3.041 -2.440 -0.313 -0.099 0.1630
C 0.652 0.160 -0.085 3.335 1.252 2.335 0.1061
C 0.908 -0.072 -1.413 0.430 0.177 0.294 -0.4421
N -0.204 -0.549 -2.051 -0.250 0.013 0.205 -0.5667
C -1.130 -0.605 -1.124 0.034 -0.031 -0.220 -0.1674
N -0.662 -0.191 0.079 0.003 0.193 0.859 0.0552
H 1.554 0.594 0.911 -3.494 -1.610 -3.673 0.0963
H 1.838 0.081 -1.942 -0.091 -0.027 0.080 0.3734
H -2.150 -0.934 -1.264 0.094 0.038 0.026 0.3601
H -1.178 -0.122 0.944 0.033 -0.072 -0.262 0.1970
```
Forces are in eV/Å.



2.
ORCA calculation (ωB97M-V with the def2-TZVPD basis set) on a single C4H4N2O molecule.

Computed properties:
relative energy (zero: lowest compared OMol25 entry of this formula, charge and spin): 229.03 kJ/mol
E_LUMO: -0.17 eV
SMILES string: [H]/N=c1/cccno1
highest occupied orbital energy: -9.388 eV
gap between HOMO and LUMO: 9.22 eV
maximum force: 0.0111 hartree/bohr

```
11
Properties=species:S:1:pos:R:3:forces:R:3:mulliken_charge:R:1
H 2.853 0.801 0.166 0.022 -0.094 -0.073 0.2746
N 2.384 -0.096 0.033 -0.343 0.166 -0.066 -0.6856
C 1.138 0.083 -0.099 0.168 -0.145 0.026 0.4810
C 0.181 -1.011 -0.227 -0.184 0.017 0.083 -0.2417
C -1.119 -0.752 -0.040 0.226 -0.032 -0.055 -0.2622
C -1.508 0.623 0.207 0.157 0.237 -0.003 -0.1520
N -0.715 1.630 0.134 -0.456 -0.335 0.091 -0.3374
O 0.612 1.362 -0.144 0.221 -0.034 0.053 -0.1896
H 0.585 -2.000 -0.415 -0.064 0.133 0.057 0.3792
H -1.880 -1.526 -0.070 0.123 0.109 -0.010 0.3571
H -2.531 0.887 0.457 0.131 -0.022 -0.102 0.3767
```
Forces are in eV/Å.



3.
ORCA calculation (ωB97M-V with the def2-TZVPD basis set) on a single C4H4N2O molecule.

Computed properties:
relative energy (zero: lowest compared OMol25 entry of this formula, charge and spin): 189.87 kJ/mol
E_LUMO: -0.41 eV
SMILES string: NC1=CC(=O)N=C1
highest occupied orbital energy: -9.051 eV
gap between HOMO and LUMO: 8.64 eV
maximum force: 0.0961 hartree/bohr

```
11
Properties=species:S:1:pos:R:3:forces:R:3:mulliken_charge:R:1
N 0.910 0.770 1.410 2.754 -1.968 3.603 -0.5324
C 0.215 0.376 0.355 -0.577 -1.292 -2.731 0.6568
C -0.902 0.699 -0.304 0.956 -2.426 -0.116 -0.7157
C -1.123 -0.495 -1.320 0.623 4.318 2.072 0.3448
O -1.968 -0.503 -2.121 -2.328 -0.840 -1.885 -0.4240
N -0.029 -1.323 -1.257 1.626 -1.618 -0.658 -0.4656
C 0.792 -0.782 -0.470 1.941 -2.077 1.442 -0.1221
H 0.465 1.310 2.139 -0.203 0.150 -0.320 0.2697
H 1.409 -0.103 1.900 -1.219 2.749 -1.486 0.2703
H -1.597 1.409 -0.023 -1.428 1.238 0.221 0.4364
H 1.829 -1.357 -0.308 -2.144 1.766 -0.141 0.2818
```
Forces are in eV/Å.



4.
ORCA calculation (ωB97M-V with the def2-TZVPD basis set) on a molecular structure, C4H4N2O.

Computed properties:
relative energy (zero: lowest compared OMol25 entry of this formula, charge and spin): 397.93 kJ/mol
E_LUMO: -1.02 eV
highest occupied orbital energy: -10.404 eV
gap between HOMO and LUMO: 9.39 eV
maximum force: 0.0907 hartree/bohr

```
11
Properties=species:S:1:pos:R:3:forces:R:3:mulliken_charge:R:1
C -0.765 -1.322 -1.410 -0.043 -0.054 0.589 0.1628
C 0.246 0.675 -0.037 -1.246 0.762 0.085 0.3778
C 0.814 0.184 1.320 1.225 0.243 0.379 -0.2224
C -0.803 -0.490 -0.227 3.684 -0.581 2.797 0.0664
N -0.814 -1.961 -2.365 0.126 0.153 0.118 -0.3155
N 0.426 1.702 -0.734 1.424 -0.480 1.631 -0.6157
O 0.075 -1.023 1.332 -1.685 -0.254 -3.448 -0.4335
H 1.996 0.049 1.262 -2.353 0.135 0.045 0.2061
H 0.562 0.662 2.336 0.475 0.276 -1.857 0.2129
H -1.774 -0.319 0.165 -0.797 0.256 0.203 0.3122
H 0.038 1.843 -1.641 -0.810 -0.456 -0.542 0.2491
```
Forces are in eV/Å.



5.
ORCA calculation (ωB97M-V with the def2-TZVPD basis set) on a single C4H4N2O molecule.

Computed properties:
relative energy (zero: lowest compared OMol25 entry of this formula, charge and spin): 328.36 kJ/mol
expectation value of S²: 2.0356
E_LUMO (alpha / beta): 0.26 / -1.92 eV
2S+1: 3
highest occupied orbital energy (alpha / beta): -6.819 / -9.750 eV
gap between HOMO and LUMO (alpha / beta): 7.08 / 7.83 eV
maximum force: 0.0661 hartree/bohr

```
11
Properties=species:S:1:pos:R:3:forces:R:3:mulliken_spin:R:1
C 2.138 -0.102 0.005 1.613 -0.771 0.407 -0.0485
C 0.101 1.502 0.093 -2.404 -2.317 -0.647 0.0122
C 1.096 0.677 0.025 -0.308 1.625 -0.173 0.5280
C -0.737 -1.190 0.248 0.059 -0.743 0.569 0.6964
N 3.102 -0.765 0.088 -0.122 -0.143 -0.221 0.4498
N -1.527 -0.268 -0.220 -1.618 1.009 -0.653 0.2086
O -1.244 1.105 0.095 0.436 0.336 -0.219 0.0881
H -0.027 2.526 -0.010 0.997 2.099 0.214 0.0411
H -0.558 -1.975 -0.410 0.665 -1.521 -0.272 0.0074
H -0.621 -1.035 1.255 1.148 -0.823 2.421 0.0261
H -1.723 -0.475 -1.168 -0.466 1.248 -1.426 -0.0091
```
Forces are in eV/Å.



6.
ORCA calculation (ωB97M-V with the def2-TZVPD basis set) on a single C4H4N2O2 molecule.

Computed properties:
relative energy (zero: lowest compared OMol25 entry of this formula, charge and spin): 329.67 kJ/mol
E_LUMO: 0.22 eV
SMILES string: [H]/N=c1\cc(O)ocn1
highest occupied orbital energy: -9.161 eV
gap between HOMO and LUMO: 9.38 eV
maximum force: 0.1255 hartree/bohr

```
12
Properties=species:S:1:pos:R:3:forces:R:3:mulliken_charge:R:1
H -2.221 1.253 1.845 0.162 -0.353 -0.408 0.2316
N -1.554 0.493 1.992 -2.706 1.299 3.266 -0.6344
C -0.866 0.160 1.050 3.955 -2.258 0.066 0.3337
C -0.720 0.591 -0.245 1.383 -0.168 -6.302 -0.0543
C 0.298 0.016 -1.049 0.451 2.765 0.884 0.2567
O 0.365 0.493 -2.339 -1.935 0.703 3.432 -0.4156
O 1.546 -0.644 -0.546 -3.890 2.036 -2.695 -0.3002
C 1.274 -1.070 0.697 -1.753 -0.734 1.925 0.1623
N 0.193 -0.810 1.369 2.641 -1.240 -0.061 -0.4609
H -1.421 1.269 -0.856 1.020 -1.226 1.271 0.2582
H 0.951 0.029 -2.851 2.484 -1.947 -1.933 0.3211
H 2.155 -1.780 0.933 -1.812 1.122 0.554 0.3019
```
Forces are in eV/Å.



7.
ORCA calculation (ωB97M-V with the def2-TZVPD basis set) on a molecular structure, C4H4N2O2.

Computed properties:
relative energy (zero: lowest compared OMol25 entry of this formula, charge and spin): 592.60 kJ/mol
E_LUMO: 0.75 eV
highest occupied orbital energy: -10.535 eV
gap between HOMO and LUMO: 11.28 eV
maximum force: 0.0622 hartree/bohr

```
12
Properties=species:S:1:pos:R:3:forces:R:3:mulliken_charge:R:1
C -1.581 -0.470 -0.492 0.691 2.119 0.334 -1.1814
C -0.646 0.102 0.589 -0.717 0.414 0.703 0.3117
C 1.074 1.028 0.008 1.158 -1.290 1.645 0.6284
C 0.825 -0.215 0.525 -1.128 -2.754 -1.176 0.2009
H -2.495 0.154 -0.643 0.875 -0.447 0.212 0.3037
H -0.974 -0.512 -1.377 -0.003 0.256 -0.759 0.3259
H -1.841 -1.461 -0.309 -0.586 -1.665 0.731 0.3650
H -1.046 0.128 1.625 0.026 0.163 -0.784 0.3130
N 2.349 1.036 -0.279 -0.105 2.751 -1.555 -0.4362
N 1.788 -1.058 0.310 -1.144 -0.207 1.083 -0.4073
O -0.215 1.526 0.190 0.436 0.245 -0.480 -0.4188
O 2.762 -0.258 -0.146 0.495 0.414 0.044 -0.0049
```
Forces are in eV/Å.



8.
ORCA calculation (ωB97M-V with the def2-TZVPD basis set) on a molecular structure, C4H4N2O2.

Computed properties:
relative energy (zero: lowest compared OMol25 entry of this formula, charge and spin): 454.04 kJ/mol
E_LUMO: -0.47 eV
highest occupied orbital energy: -10.157 eV
gap between HOMO and LUMO: 9.68 eV
maximum force: 0.1590 hartree/bohr

```
12
Properties=species:S:1:pos:R:3:forces:R:3:mulliken_charge:R:1
C 2.295 -0.785 0.071 7.491 -3.249 -0.460 -0.8608
C 1.018 -0.252 -0.123 -0.552 0.688 1.919 0.6630
C -1.286 -0.468 0.050 4.049 -0.148 -1.700 0.4376
C -1.238 0.989 -0.013 2.874 1.107 0.843 -0.1321
H 2.218 -1.849 -0.546 0.722 2.514 2.130 0.2983
H 3.264 -0.135 -0.489 -3.081 -1.800 1.849 0.2724
H 2.669 -0.972 1.357 -1.494 0.591 -4.270 0.2413
H -2.153 1.445 0.140 -1.692 1.407 -0.257 0.4612
N 0.052 -1.049 -0.106 -3.922 -0.535 -0.070 -0.4090
N -0.175 1.763 -0.022 -1.560 -1.910 0.266 -0.3483
O -2.279 -1.101 0.037 -1.570 -0.915 0.503 -0.4782
O 1.044 1.053 0.028 -1.264 2.250 -0.753 -0.1455
```
Forces are in eV/Å.



9.
ORCA calculation (ωB97M-V with the def2-TZVPD basis set) on a single C4H4N2O2 molecule.

Computed properties:
relative energy (zero: lowest compared OMol25 entry of this formula, charge and spin): 560.35 kJ/mol
E_LUMO: 0.66 eV
SMILES string: C1=NO[C@H]2ON=C[C@H]12
highest occupied orbital energy: -10.223 eV
gap between HOMO and LUMO: 10.88 eV
maximum force: 0.0362 hartree/bohr

```
12
Properties=species:S:1:pos:R:3:forces:R:3:mulliken_charge:R:1
C -1.450 0.712 -0.049 -0.033 -1.088 0.333 -0.2477
N -2.117 -0.400 -0.040 0.650 0.436 -0.085 -0.3133
O -1.197 -1.516 0.154 -0.565 0.658 -0.251 -0.2231
C 0.013 -0.938 -0.244 0.126 -0.487 -0.594 -0.0969
O 1.239 -1.495 0.170 0.207 0.806 0.108 -0.2086
N 2.127 -0.381 -0.037 -0.893 1.635 0.028 -0.3515
C 1.444 0.741 -0.041 -0.854 -1.567 0.152 -0.1981
C -0.032 0.426 0.339 1.644 0.318 -0.022 0.2740
H -1.965 1.659 -0.132 -0.125 -0.155 -0.048 0.4019
H 0.079 -0.895 -1.371 -0.387 0.088 0.739 0.2916
H 1.864 1.733 -0.203 0.366 -0.589 0.126 0.3978
H -0.006 0.355 1.454 -0.135 -0.054 -0.485 0.2737
```
Forces are in eV/Å.



10.
ORCA calculation (ωB97M-V with the def2-TZVPD basis set) on a single C4H4N2OS molecule.

Computed properties:
relative energy (zero: lowest compared OMol25 entry of this formula, charge and spin): 370.58 kJ/mol
E_LUMO: -0.17 eV
SMILES string: N#CC(O)(C#N)CS
highest occupied orbital energy: -9.496 eV
gap between HOMO and LUMO: 9.32 eV
maximum force: 0.1872 hartree/bohr

```
12
Properties=species:S:1:pos:R:3:forces:R:3:mulliken_charge:R:1
N 0.648 -0.329 2.457 -3.645 -2.717 -8.487 -0.5162
C 0.167 -0.604 1.326 1.776 2.332 7.237 0.2282
C -0.482 -0.389 -0.093 3.015 1.005 1.276 0.8082
O -1.658 0.423 -0.113 2.532 -1.424 -0.776 -0.4515
C -0.452 -1.689 -0.820 0.449 -2.143 -5.330 -0.0095
N -0.282 -2.406 -1.775 -0.950 3.029 5.005 -0.4295
C 0.708 0.589 -0.779 -3.821 0.936 2.144 -0.8093
S 0.807 2.099 0.300 0.640 -1.693 1.276 -0.2337
H -2.221 0.006 0.504 -1.635 -0.503 1.150 0.3848
H 0.110 0.829 -1.646 0.549 0.457 -0.641 0.3819
H 1.643 0.163 -0.943 1.223 -1.116 -0.297 0.4369
H 1.013 1.307 1.583 -0.133 1.837 -2.557 0.2097
```
Forces are in eV/Å.



11.
ORCA calculation (ωB97M-V with the def2-TZVPD basis set) on a single C4H4N2OS molecule.

Computed properties:
relative energy (zero: lowest compared OMol25 entry of this formula, charge and spin): 514.55 kJ/mol
E_LUMO: 0.11 eV
SMILES string: S=C1ON=C[C@H]2CN12
highest occupied orbital energy: -8.189 eV
gap between HOMO and LUMO: 8.30 eV
maximum force: 0.1102 hartree/bohr

```
12
Properties=species:S:1:pos:R:3:forces:R:3:mulliken_charge:R:1
S -0.040 2.899 0.870 0.204 0.691 1.213 -0.3199
C 0.359 1.310 0.766 -2.012 3.278 -0.055 0.3452
O 0.730 0.611 1.763 0.988 -2.602 2.152 -0.2823
N 0.699 -0.975 1.802 0.318 2.785 0.491 -0.2475
C 0.513 -1.431 0.669 -0.951 0.708 -3.946 -0.1141
C 0.272 -0.577 -0.711 0.223 -1.956 -0.075 -0.1165
C -0.991 0.172 -1.037 -0.391 1.437 -0.685 -0.3060
N 0.161 0.891 -0.478 1.438 -4.153 -3.580 -0.1435
H 0.560 -2.510 0.650 -0.162 -0.255 -0.280 0.4221
H 0.696 -1.041 -1.728 -0.054 1.234 2.783 0.2580
H -1.886 0.191 -0.364 0.747 -0.288 -0.988 0.2785
H -1.073 0.461 -2.202 -0.349 -0.880 2.969 0.2258
```
Forces are in eV/Å.



12.
ORCA calculation (ωB97M-V with the def2-TZVPD basis set) on 2 unconnected molecules or ions with the total composition C4H4N2OS.

Computed properties:
relative energy (zero: lowest compared OMol25 entry of this formula, charge and spin): 598.46 kJ/mol
E_LUMO: -0.77 eV
highest occupied orbital energy: -8.990 eV
gap between HOMO and LUMO: 8.22 eV
maximum force: 0.1642 hartree/bohr

```
12
Properties=species:S:1:pos:R:3:forces:R:3:mulliken_charge:R:1
C -0.636 -0.387 -0.013 -3.979 -2.054 -2.138 0.4021
C 0.449 2.041 0.138 1.815 0.463 -0.955 0.1701
C 0.445 -1.132 -0.016 3.153 3.903 -1.517 -0.4725
C 1.725 -0.547 -0.428 7.993 -1.601 -1.331 0.2549
H -2.625 0.048 0.737 1.618 -5.011 -2.159 0.3256
H -2.075 -2.207 -0.282 0.485 4.801 2.048 0.3093
H 0.764 3.034 -0.416 -0.490 -1.262 1.559 0.2559
H 0.619 -1.930 0.578 -0.167 -2.804 1.554 0.3611
N -1.861 -1.121 0.190 -1.289 3.031 0.692 -0.6620
N 2.949 -0.528 -0.650 -8.336 0.396 1.278 -0.5100
O 1.062 1.461 1.002 -0.887 1.811 -0.538 -0.3848
S -0.818 1.269 -0.840 0.085 -1.672 1.508 -0.0498
```
Forces are in eV/Å.



Question: Which of these has the lowest maximum force?
Answer: number 2



Question: Which of these has the lowest relative energy (zero: lowest compared OMol25 entry of this formula, charge and spin)?
Answer: number 1



Please write out number 10 again, unchanged.
ORCA calculation (ωB97M-V with the def2-TZVPD basis set) on a single C4H4N2OS molecule.

Computed properties:
relative energy (zero: lowest compared OMol25 entry of this formula, charge and spin): 370.58 kJ/mol
E_LUMO: -0.17 eV
SMILES string: N#CC(O)(C#N)CS
highest occupied orbital energy: -9.496 eV
gap between HOMO and LUMO: 9.32 eV
maximum force: 0.1872 hartree/bohr

```
12
Properties=species:S:1:pos:R:3:forces:R:3:mulliken_charge:R:1
N 0.648 -0.329 2.457 -3.645 -2.717 -8.487 -0.5162
C 0.167 -0.604 1.326 1.776 2.332 7.237 0.2282
C -0.482 -0.389 -0.093 3.015 1.005 1.276 0.8082
O -1.658 0.423 -0.113 2.532 -1.424 -0.776 -0.4515
C -0.452 -1.689 -0.820 0.449 -2.143 -5.330 -0.0095
N -0.282 -2.406 -1.775 -0.950 3.029 5.005 -0.4295
C 0.708 0.589 -0.779 -3.821 0.936 2.144 -0.8093
S 0.807 2.099 0.300 0.640 -1.693 1.276 -0.2337
H -2.221 0.006 0.504 -1.635 -0.503 1.150 0.3848
H 0.110 0.829 -1.646 0.549 0.457 -0.641 0.3819
H 1.643 0.163 -0.943 1.223 -1.116 -0.297 0.4369
H 1.013 1.307 1.583 -0.133 1.837 -2.557 0.2097
```
Forces are in eV/Å.